Record 1
2 unconnected molecules or ions with the total composition C3H7N2S at a distorted geometry. Source: the OMol25 dataset; level of theory: wB97M-V/def2-TZVPD.

```
13
Properties=species:S:1:pos:R:3:forces:R:3:lowdin_charge:R:1
C -1.75796 1.22921 -0.13914 -0.51 -1.88 -1.27 0.173
C -0.04839 -0.56788 -0.17397 -2.50 -4.29 0.59 -0.469
C 2.24134 0.77201 0.14212 0.07 1.58 -4.70 -0.330
N -0.84273 0.36760 -0.05220 0.10 1.44 1.13 0.027
N -1.29808 -2.10443 -0.03362 1.92 2.98 -2.63 0.137
S 1.59982 -0.84556 -0.42445 0.06 0.12 0.57 0.988
H -2.38344 1.63034 0.65532 0.80 0.25 0.34 0.126
H -2.12294 1.23986 -1.16175 -0.30 0.91 -0.12 0.126
H 3.33481 0.84752 -0.04529 -0.70 -0.58 0.51 0.067
H 1.93652 0.94730 1.12066 -0.33 0.47 1.59 0.016
H 1.83286 1.54674 -0.67253 0.64 -1.38 2.20 0.102
H -0.83978 -2.99652 -0.09425 1.06 -0.28 -0.22 0.031
H -1.65202 -2.06617 0.87910 -0.30 0.66 2.01 0.008
```
Positions in Å, forces in eV/Å.

Summary:
molecular weight = 103.17 g mol⁻¹
charge = +1
frontier orbital gap = 8.546 eV
multiplicity = 1

=====

Record 2
A gas-phase ion, C3H7N2S (charge +1) at a distorted geometry. Source: the OMol25 dataset; level of theory: wB97M-V/def2-TZVPD.

```
13
Properties=species:S:1:pos:R:3:forces:R:3:lowdin_charge:R:1
C 1.14973 -0.91374 -0.55161 -1.28 3.22 0.57 -0.095
C 1.27842 0.41310 -0.83835 -0.30 -2.26 0.04 -0.020
C -0.56723 -0.01325 0.60050 -2.43 -0.98 -0.13 -0.516
N 0.22139 -1.19333 0.37839 -2.66 -1.07 1.53 -0.031
N 0.27991 1.16215 -0.00671 -0.15 -2.11 1.37 0.089
S -2.20530 -0.05116 -0.40967 1.48 -0.15 0.56 0.782
H 1.71877 -1.66912 -0.88617 2.05 -2.36 -1.55 0.105
H 1.93045 0.71492 -1.63907 -0.18 1.12 0.31 0.121
H -0.83213 -0.05900 1.72095 0.49 1.41 -1.73 0.158
H -0.38500 -2.08322 0.59316 2.30 1.96 -1.12 0.216
H 0.66783 1.46506 0.88915 0.60 1.27 -0.57 0.176
H -0.36068 1.83211 -0.47179 0.57 -0.29 0.36 0.165
H -2.89615 0.39548 0.62122 -0.48 0.22 0.35 -0.148
```
Positions in Å, forces in eV/Å.

Summary:
molecular weight = 103.17 g mol⁻¹
charge = +1
frontier orbital gap = 9.721 eV
SMILES string = S[C@H]1NC=C[NH2+]1
multiplicity = 1

=====

Record 3
C3H7N3 in the gas phase at a distorted geometry. Source: the OMol25 dataset; level of theory: wB97M-V/def2-TZVPD.

```
13
Properties=species:S:1:pos:R:3:forces:R:3:lowdin_charge:R:1
N -1.80298 -0.03187 0.21031 -0.17 0.01 -0.17 0.002
C -0.60828 0.52616 -0.41625 0.17 0.15 -0.09 -0.253
C 0.64910 0.03421 0.31979 -0.05 0.19 0.01 -0.415
N 0.88046 -1.37136 0.00515 -0.03 -0.09 0.22 0.040
C 1.80554 0.84616 -0.10296 0.76 0.62 -0.28 -0.190
N 2.67924 1.53413 -0.42113 -0.82 -0.71 0.30 0.149
H -2.47787 0.69769 0.40806 0.08 -0.16 0.04 0.068
H -2.26199 -0.69748 -0.39906 0.04 0.04 0.07 0.068
H -0.62830 1.62086 -0.38301 -0.01 -0.17 0.03 0.117
H -0.50582 0.22786 -1.46714 -0.03 0.07 0.15 0.121
H 0.49243 0.22779 1.39358 0.06 -0.01 -0.16 0.141
H 0.08180 -1.90002 0.34868 0.09 0.05 -0.04 0.072
H 1.69668 -1.71413 0.50398 -0.10 0.01 -0.09 0.079
```
Positions in Å, forces in eV/Å.

Summary:
molecular weight = 85.11 g mol⁻¹
frontier orbital gap = 10.763 eV
SMILES string = N#C[C@H](N)CN
multiplicity = 1

=====

Record 4
C3H7N3O in the gas phase. Source: the OMol25 dataset; level of theory: wB97M-V/def2-TZVPD.

```
14
Properties=species:S:1:pos:R:3:forces:R:3:lowdin_charge:R:1
C 0.25280 0.06879 1.75459 -0.01 0.00 -0.16 -0.014
N 0.61663 -0.07167 0.33858 0.30 0.50 -0.11 -0.226
C -0.50628 0.18411 -0.66709 -0.04 0.41 0.13 -0.407
C -0.67530 -1.20830 -1.10673 0.07 -0.35 0.13 -0.247
O 1.76361 0.78355 0.14194 -0.59 -0.47 0.01 0.014
N -1.19360 1.23993 -0.76674 0.22 -0.27 0.10 0.164
N -1.05803 -1.71127 -2.19817 0.05 0.17 -0.12 0.053
H 1.98409 0.67399 -0.79580 -0.01 0.00 0.06 0.117
H -0.98921 1.94640 -0.05753 0.06 -0.06 -0.04 0.051
H -1.21631 -1.00082 -2.92835 -0.01 -0.01 0.12 0.040
H 0.53170 -1.20292 0.02565 -0.05 0.09 -0.04 0.155
H -0.06263 1.09462 1.94514 0.01 -0.03 -0.02 0.093
H 1.11926 -0.17686 2.36484 -0.02 0.01 -0.05 0.099
H -0.56673 -0.61956 1.94967 0.02 0.00 -0.03 0.105
```
Positions in Å, forces in eV/Å.

Summary:
molecular weight = 101.11 g mol⁻¹
frontier orbital gap (alpha / beta) = 7.615 / 7.614 eV
multiplicity = 1